No. 1
{
  "formula": "C32H34As2BF6N3O3RuS2",
  "method": "the ωB97M-V functional and the def2-TZVPD basis",
  "gap_ev": [5.9085, 6.3954],
  "multiplicity": 5,
  "e_homo_ev": [-1.92, -2.41],
  "total_charge": -2,
  "e_lumo_ev": [3.99, 3.98],
  "s_squared": 6.02,
  "de_lowest_ev": 0.860,
  "symbols": ["Ru", "S", "C", "S", "C", "C", "N", "C", "N", "C", "As", "C", "C", "O", "H", "H", "H", "H", "H", "H", "H", "H", "H", "N", "H", "H", "H", "C", "C", "C", "C", "C", "C", "C", "C", "C", "C", "C", "C", "C", "C", "C", "H", "H", "H", "H", "H", "H", "H", "H", "H", "H", "F", "As", "F", "F", "F", "F", "F", "C", "C", "C", "C", "C", "C", "C", "C", "O", "B", "O", "C", "C", "H", "H", "H", "H", "H", "H", "H", "H", "H", "H", "H", "H"],
  "positions_angstrom": [[0.560, 1.444, -0.337], [-1.451, 0.753, -2.066], [-0.137, 0.406, -3.124], [1.452, 0.540, -2.430], [-0.317, 0.060, -4.457], [-1.612, -0.082, -5.029], [-2.643, -0.222, -5.529], [0.781, -0.158, -5.337], [1.644, -0.324, -6.086], [-3.319, 1.535, 0.703], [-2.161, 0.261, 1.539], [-2.555, 0.375, 3.426], [-2.705, -1.475, 0.903], [-0.534, 0.436, 1.345], [-4.346, 1.248, 0.929], [-3.155, 1.532, -0.375], [-3.105, 2.521, 1.109], [-3.610, 0.176, 3.611], [-2.303, 1.383, 3.764], [-1.936, -0.345, 3.958], [-3.742, -1.679, 1.168], [-2.048, -2.226, 1.335], [-2.582, -1.465, -0.181], [2.061, 1.828, 1.373], [3.022, 1.712, 1.060], [1.926, 1.119, 2.095], [2.002, 2.737, 1.813], [-0.205, 3.768, -0.288], [-1.031, 4.142, 0.562], [-1.931, 4.479, 1.526], [-1.834, 3.836, 2.835], [-0.687, 3.092, 3.175], [-0.589, 2.390, 4.361], [-1.641, 2.386, 5.272], [-2.791, 3.092, 4.953], [-2.893, 3.800, 3.764], [-3.058, 5.338, 1.107], [-3.546, 5.297, -0.208], [-4.571, 6.128, -0.626], [-5.152, 7.034, 0.253], [-4.668, 7.108, 1.552], [-3.635, 6.283, 1.968], [0.125, 3.059, 2.461], [0.313, 1.828, 4.570], [-1.566, 1.835, 6.201], [-3.635, 3.086, 5.635], [-3.821, 4.303, 3.540], [-3.089, 4.614, -0.915], [-4.918, 6.066, -1.651], [-5.957, 7.681, -0.074], [-5.087, 7.829, 2.245], [-3.245, 6.387, 2.971], [3.548, -0.626, 1.240], [4.693, -0.378, 2.516], [4.912, 1.264, 1.955], [3.386, 0.175, 3.543], [5.820, -0.075, 3.814], [4.454, -2.000, 3.086], [5.993, -0.903, 1.501], [6.935, 4.093, -3.586], [5.940, 3.197, -4.336], [6.179, 1.731, -3.948], [6.207, 3.344, -5.835], [4.507, 3.577, -3.960], [3.538, 3.872, -4.917], [2.205, 4.128, -4.586], [1.874, 4.084, -3.257], [0.646, 4.219, -2.667], [0.857, 3.947, -1.312], [2.237, 3.773, -1.054], [2.833, 3.809, -2.288], [4.142, 3.553, -2.606], [7.960, 3.832, -3.864], [6.844, 3.977, -2.506], [6.767, 5.145, -3.829], [7.199, 1.431, -4.206], [5.479, 1.078, -4.472], [6.040, 1.572, -2.879], [7.250, 3.094, -6.042], [6.031, 4.367, -6.175], [5.580, 2.671, -6.420], [3.801, 3.869, -5.965], [1.457, 4.304, -5.347], [4.845, 3.290, -1.827]],
  "forces_ev_per_angstrom": [[-0.6, -0.3, -0.1], [0.2, -0.1, 0.0], [-0.1, 0.0, 0.1], [0.0, 0.1, 0.0], [0.0, 0.0, 0.0], [0.0, 0.0, 0.0], [0.0, 0.0, 0.0], [0.0, 0.0, 0.0], [0.0, 0.0, 0.0], [0.0, 0.0, -0.2], [-0.7, -0.3, 0.4], [-0.2, -0.3, -0.7], [0.0, 0.1, -0.1], [0.7, 0.2, -0.1], [0.0, 0.0, 0.0], [0.0, 0.0, 0.1], [0.0, 0.0, 0.0], [-0.1, -0.1, 0.0], [-0.5, -1.0, -0.7], [0.0, 0.0, 0.0], [0.0, 0.0, 0.0], [0.0, 0.0, 0.0], [0.0, 0.0, 0.0], [0.0, -0.2, -0.1], [-0.1, 0.0, 0.1], [0.0, 0.1, -0.1], [0.0, 0.1, 0.0], [-0.1, 0.3, 0.0], [0.3, -0.3, 0.0], [-0.4, 0.1, 0.1], [0.0, 0.2, 0.0], [0.2, 0.1, 0.1], [0.4, 0.5, 0.2], [0.3, 0.7, 0.6], [0.1, 0.4, 0.3], [0.0, -0.1, 0.0], [0.0, 0.0, 0.1], [0.0, 0.0, 0.0], [0.0, 0.0, 0.0], [0.0, 0.0, 0.0], [0.0, 0.0, 0.0], [0.0, -0.1, 0.0], [-0.1, 0.0, 0.1], [0.0, 0.0, 0.0], [0.0, 0.0, 0.0], [0.0, 0.0, 0.0], [-0.1, 0.1, 0.0], [0.0, -0.1, 0.0], [0.0, 0.0, 0.0], [0.0, 0.0, 0.0], [0.0, 0.0, 0.0], [0.0, 0.0, 0.1], [0.0, -0.1, -0.1], [0.2, 0.0, 0.4], [0.1, 0.1, 0.0], [0.0, 0.0, 0.0], [-0.1, 0.0, -0.1], [0.0, 0.0, 0.0], [0.0, 0.0, 0.0], [0.0, 0.0, 0.0], [0.0, 0.0, 0.0], [0.0, 0.0, 0.0], [0.0, 0.0, 0.0], [0.0, 0.0, -0.1], [0.1, 0.0, 0.0], [0.0, 0.0, 0.1], [0.1, 0.0, 0.1], [0.0, 0.0, -0.1], [0.4, 0.1, -0.1], [0.1, 0.0, -0.1], [0.0, 0.0, -0.1], [-0.1, 0.0, 0.1], [0.0, 0.0, 0.0], [0.0, 0.0, 0.0], [0.0, 0.0, 0.0], [0.0, 0.0, 0.0], [0.0, 0.0, 0.0], [0.0, 0.0, 0.0], [0.0, 0.0, 0.0], [0.0, 0.0, 0.0], [0.0, 0.0, 0.0], [0.0, 0.0, 0.0], [0.0, 0.0, 0.0], [0.0, 0.0, 0.0]]
}

No. 2
{
  "formula": "C5H13NO",
  "method": "the ωB97M-V functional and the def2-TZVPD basis",
  "gap_ev": 9.6462,
  "multiplicity": 1,
  "smiles": "CCNC[C@@H](C)O",
  "e_homo_ev": -8.66,
  "total_charge": 0,
  "e_lumo_ev": 0.99,
  "de_lowest_ev": 1.383,
  "symbols": ["C", "C", "N", "C", "C", "C", "O", "H", "H", "H", "H", "H", "H", "H", "H", "H", "H", "H", "H", "H"],
  "positions_angstrom": [[0.057, -2.105, -1.998], [0.455, -0.933, -1.108], [-0.359, 0.233, -1.312], [-0.139, 1.265, -0.302], [-0.580, 0.852, 1.128], [0.626, 0.546, 2.052], [-1.399, 1.891, 1.659], [0.595, -2.992, -1.674], [-0.995, -2.288, -2.165], [0.410, -1.876, -3.013], [1.478, -0.672, -1.384], [0.442, -1.299, -0.073], [-1.346, -0.008, -1.304], [-0.725, 2.100, -0.654], [0.929, 1.438, -0.318], [-1.198, -0.039, 1.038], [0.490, 1.144, 2.967], [1.568, 0.901, 1.649], [0.647, -0.472, 2.417], [-0.956, 2.314, 2.396]],
  "forces_ev_per_angstrom": [[0.9, 0.5, -1.2], [-0.4, -0.8, -0.1], [-0.4, 0.2, 0.0], [-0.3, -1.2, -0.3], [0.8, 0.5, -0.1], [-0.9, 1.0, 0.6], [-0.2, 0.0, 0.0], [-0.3, -0.2, 0.0], [-0.4, -0.1, 0.7], [0.1, -0.1, 0.1], [0.2, 0.0, 0.3], [0.1, 0.2, 0.2], [0.1, -0.1, -0.1], [0.1, 0.6, 0.3], [0.2, 0.6, 0.0], [-0.2, -0.1, 0.0], [0.0, -0.1, 0.0], [0.2, -0.4, -0.2], [0.3, -0.3, -0.3], [0.1, 0.0, 0.0]]
}

No. 3
{
  "formula": "H40O20",
  "method": "the ωB97M-V functional and the def2-TZVPD basis",
  "gap_ev": 10.2715,
  "multiplicity": 1,
  "e_homo_ev": -10.82,
  "total_charge": 0,
  "e_lumo_ev": -0.55,
  "de_lowest_ev": 1.989,
  "symbols": ["O", "H", "H", "O", "H", "H", "O", "H", "H", "O", "H", "H", "O", "H", "H", "O", "H", "H", "O", "H", "H", "O", "H", "H", "O", "H", "H", "O", "H", "H", "O", "H", "H", "O", "H", "H", "O", "H", "H", "O", "H", "H", "O", "H", "H", "O", "H", "H", "O", "H", "H", "O", "H", "H", "O", "H", "H", "O", "H", "H"],
  "positions_angstrom": [[-1.691, -2.710, 3.500], [-1.071, -3.440, 3.470], [-1.251, -2.044, 4.028], [-2.983, 2.345, 3.012], [-2.746, 3.229, 2.732], [-3.225, 1.894, 2.203], [-3.756, -1.476, 2.401], [-2.983, -1.785, 2.875], [-4.301, -1.066, 3.073], [4.702, 2.510, -2.958], [4.359, 2.661, -3.839], [4.245, 1.726, -2.654], [-4.632, 0.435, -1.515], [-5.384, 0.796, -1.046], [-3.921, 0.446, -0.874], [2.750, 2.700, 3.125], [3.196, 3.510, 2.879], [1.997, 2.652, 2.536], [0.370, -2.420, -1.181], [0.789, -1.572, -1.033], [-0.457, -2.365, -0.703], [0.500, 0.969, -5.498], [0.474, 1.894, -5.252], [0.968, 0.543, -4.781], [1.953, -4.386, -0.192], [1.528, -5.243, -0.239], [1.304, -3.777, -0.543], [-0.759, 2.019, -2.995], [-1.368, 1.787, -3.696], [-0.260, 2.757, -3.345], [-0.109, -0.683, 5.036], [-0.154, 0.100, 5.584], [0.633, -0.526, 4.452], [2.681, -0.632, -3.969], [3.019, -0.398, -4.834], [3.393, -1.123, -3.558], [2.016, -0.190, 3.720], [2.325, 0.709, 3.832], [2.559, -0.544, 3.015], [2.895, -2.122, 1.315], [3.559, -2.609, 1.802], [2.786, -2.613, 0.501], [-2.571, 0.305, 0.756], [-2.972, -0.307, 1.373], [-1.701, -0.057, 0.589], [1.213, 0.155, -1.914], [0.559, 0.754, -2.273], [1.726, -0.125, -2.672], [0.343, 2.341, 2.213], [-0.073, 1.497, 2.034], [-0.271, 2.989, 1.870], [-1.869, -3.297, -3.116], [-2.233, -3.811, -2.395], [-0.989, -3.061, -2.822], [-2.212, 4.313, -1.866], [-2.999, 3.888, -2.206], [-1.577, 3.603, -1.773], [0.178, -0.427, 0.680], [0.580, 0.071, -0.031], [0.919, -0.789, 1.168]],
  "forces_ev_per_angstrom": [[0.0, -0.3, -0.1], [0.0, -0.2, -0.1], [0.5, 0.6, 0.6], [0.0, 0.1, 0.4], [0.0, 0.2, 0.0], [0.1, -0.4, -0.4], [-0.7, 0.5, -0.4], [0.5, -0.7, 0.2], [-0.3, 0.1, 0.1], [0.2, 0.1, 0.1], [0.0, 0.1, -0.2], [-0.2, -0.2, 0.2], [-0.2, 0.1, -0.5], [-0.2, 0.0, 0.1], [0.5, -0.1, 0.5], [0.9, -0.1, 0.4], [0.3, 0.1, 0.1], [-0.8, -0.1, -0.2], [-0.1, -1.1, -0.5], [0.0, 0.5, -0.2], [-0.2, 0.2, 0.3], [0.0, 0.0, -0.4], [0.1, 0.2, -0.1], [0.0, -0.2, 0.3], [0.6, -0.5, 0.3], [0.1, -0.2, 0.0], [-0.6, 0.6, -0.4], [0.3, -0.1, 0.4], [-0.3, -0.3, -0.2], [0.1, 0.4, 0.0], [-1.2, -0.5, 0.5], [-0.2, 0.1, 0.1], [0.6, 0.0, -0.4], [0.2, 0.0, -0.2], [0.0, 0.1, -0.4], [0.2, -0.3, 0.2], [0.4, -0.1, -0.3], [0.2, 0.7, 0.0], [0.1, -0.3, -0.3], [0.0, 0.8, 0.3], [0.1, -0.2, 0.1], [-0.1, -0.5, -0.2], [-0.1, 1.0, -0.8], [-0.6, -0.7, 0.6], [0.5, -0.1, 0.0], [0.1, 0.2, 0.9], [-0.7, 0.4, -0.1], [0.3, -0.2, -0.3], [-0.1, 0.2, -0.2], [-0.2, -0.6, -0.1], [-0.2, 0.2, 0.0], [-0.2, 0.0, -0.2], [-0.2, -0.1, 0.1], [0.4, 0.2, 0.1], [0.1, 0.5, 0.1], [-0.2, -0.2, 0.0], [0.0, -0.4, 0.0], [-0.4, 0.2, 0.3], [0.3, 0.4, -0.4], [0.3, -0.3, 0.4]]
}

No. 4
{
  "formula": "C5H10O",
  "method": "the ωB97M-V functional and the def2-TZVPD basis",
  "gap_ev": 10.8483,
  "multiplicity": 1,
  "smiles": "C[C@H]1C[C@@H](O)C1",
  "e_homo_ev": -9.88,
  "total_charge": 0,
  "e_lumo_ev": 0.97,
  "de_lowest_ev": 1.607,
  "symbols": ["C", "C", "C", "C", "O", "C", "H", "H", "H", "H", "H", "H", "H", "H", "H", "H"],
  "positions_angstrom": [[-0.766, -0.425, -1.917], [-0.657, -0.091, -0.445], [-0.028, -0.993, 0.680], [0.367, 0.287, 1.342], [1.533, 0.227, 2.085], [0.339, 0.965, -0.066], [0.236, -0.750, -2.312], [-1.495, -1.272, -2.152], [-0.915, 0.502, -2.559], [-1.596, 0.221, 0.071], [-0.400, -1.855, 1.191], [0.815, -1.502, 0.161], [-0.478, 0.642, 1.976], [1.700, 1.038, 2.502], [0.016, 2.039, -0.027], [1.329, 0.968, -0.533]],
  "forces_ev_per_angstrom": [[0.3, -0.7, -1.2], [-1.4, -0.2, 0.7], [1.5, -1.1, -2.3], [-0.2, 0.3, 0.1], [0.5, -1.8, -0.5], [0.3, 2.2, 1.7], [-0.7, -0.1, 0.6], [0.8, 1.4, 0.2], [-0.5, -1.1, 0.9], [0.0, 0.0, -1.2], [-1.4, 0.0, 0.6], [0.3, 0.8, 0.4], [0.4, 0.0, -0.4], [0.3, 1.8, 0.9], [0.0, -0.9, -0.3], [-0.2, -0.6, -0.1]]
}

Question: multiplicity of number 2 (C5H13NO)?
Answer: 1